Record 1
Molecular formula: C13H16Br31FN2O3S
Method: DFT, wB97M-V/def2-TZVPD

Summary:
Net charge ... 0
Kohn-Sham gap ... 8.74 eV
E_LUMO ... -1.483 eV
E_HOMO ... -0.37577 Eh

Each line ends with the natural charge from an NBO analysis.
Element x y z (Å)
N: -1.16 2.63 -0.38  -0.911
C: -1.13 1.18 -0.80  0.681
O: -2.04 0.79 -1.73  -0.557
C: -0.09 0.03 -0.28  -0.537
C: 1.21 0.57 0.56  -0.302
N: 0.90 1.56 1.66  -0.686
Br: -0.15 0.81 3.03  0.280
S: 2.43 2.16 2.32  2.224
O: 3.64 1.29 1.86  -0.825
O: 2.66 3.64 1.84  -0.792
F: 2.40 2.15 4.06  -0.458
H: -1.23 2.76 0.65  0.394
H: -0.39 3.18 -0.81  0.405
H: 0.35 -0.50 -1.26  0.281
H: -0.69 -0.83 0.28  0.269
H: 2.05 0.94 -0.19  0.262
H: 1.68 -0.38 1.10  0.229
C: -2.23 3.96 5.48  -0.493
Br: -2.35 4.76 7.25  0.095
Br: -0.44 3.28 5.12  0.085
Br: -3.59 2.60 5.20  0.084
H: -2.42 4.76 4.75  0.230
C: -1.55 0.27 -5.29  -0.481
Br: -1.98 1.00 -7.04  0.093
Br: -1.85 -1.65 -5.22  0.087
Br: 0.26 0.73 -4.73  0.059
H: -2.23 0.73 -4.57  0.243
C: 0.08 -0.05 -10.90  -0.494
Br: -1.73 0.25 -11.54  0.082
Br: 0.94 1.60 -10.35  0.081
Br: 0.13 -1.40 -9.49  0.089
H: 0.66 -0.45 -11.74  0.229
C: -1.37 -0.20 7.04  -0.495
Br: -1.49 0.60 8.80  0.092
Br: 0.42 -0.89 6.68  0.089
Br: -2.73 -1.56 6.76  0.080
H: -1.56 0.59 6.31  0.220
C: 2.86 -3.82 8.42  -0.491
Br: 3.73 -2.69 7.09  0.085
Br: 2.67 -2.91 10.13  0.090
Br: 1.17 -4.52 7.77  0.094
H: 3.52 -4.68 8.59  0.224
C: 1.27 -8.99 7.58  -0.486
Br: 2.81 -7.95 8.14  0.080
Br: -0.32 -7.88 7.39  0.091
Br: 1.63 -10.02 5.97  0.092
H: 1.06 -9.71 8.38  0.229
C: 1.66 -3.76 -13.23  -0.489
Br: -0.15 -3.46 -13.87  0.094
Br: 2.52 -2.11 -12.68  0.083
Br: 1.71 -5.11 -11.82  0.096
H: 2.23 -4.16 -14.07  0.229
C: -1.06 6.80 -1.23  -0.490
Br: -0.64 8.67 -0.93  0.092
Br: 0.28 5.62 -0.44  0.086
Br: -2.86 6.35 -0.64  0.095
H: -1.03 6.63 -2.32  0.229
C: -6.09 -0.23 2.77  -0.491
Br: -4.43 0.20 1.85  0.086
Br: -5.79 -0.60 4.66  0.088
Br: -7.45 1.13 2.51  0.092
H: -6.47 -1.16 2.33  0.229
C: 4.27 1.41 -3.40  -0.490
Br: 3.84 1.46 -1.51  0.100
Br: 4.13 3.17 -4.22  0.096
Br: 6.00 0.60 -3.73  0.097
H: 3.52 0.77 -3.89  0.226

---

Record 2
Molecular formula: C24H24N4O4
Method: DFT, wB97M-V/def2-TZVPD

Summary:
Net charge ... 0
Kohn-Sham gap ... 8.19 eV
E_LUMO ... -0.298 eV
Energy relative to the best compared isomer or geometry (same formula, charge and spin) ... 197.5 kJ/mol
Structure (SMILES) ... COc1ccccc1-c1ccc(=O)n(CC(=O)Nc2ccc(C(=O)N3CCCC3)cc2)n1
E_HOMO ... -0.31177 Eh

Each line ends with the natural charge from an NBO analysis.
Element x y z (Å)
C: -0.92 -1.00 3.41  -0.250
O: -1.71 -1.21 4.56  -0.503
C: -3.04 -1.47 4.49  0.413
C: -3.57 -1.85 5.73  -0.268
C: -4.89 -2.23 5.87  -0.181
C: -5.72 -2.26 4.76  -0.246
C: -5.21 -1.88 3.54  -0.166
C: -3.88 -1.46 3.38  -0.191
C: -3.53 -1.00 2.02  0.152
C: -3.84 -1.80 0.88  -0.181
C: -3.57 -1.31 -0.35  -0.239
C: -2.97 -0.01 -0.51  0.583
O: -2.65 0.51 -1.58  -0.668
N: -2.75 0.66 0.68  -0.191
C: -2.16 1.98 0.66  -0.312
C: -0.62 1.90 0.50  0.670
O: 0.12 2.05 1.44  -0.599
N: -0.27 1.64 -0.78  -0.618
C: 1.01 1.53 -1.33  0.161
C: 1.10 1.19 -2.67  -0.266
C: 2.34 1.08 -3.29  -0.122
C: 3.50 1.33 -2.57  -0.167
C: 4.85 1.31 -3.21  0.670
O: 5.63 2.25 -3.11  -0.620
N: 5.16 0.22 -3.94  -0.433
C: 4.48 -1.06 -3.94  -0.211
C: 5.61 -2.07 -4.09  -0.406
C: 6.57 -1.33 -5.03  -0.413
C: 6.48 0.11 -4.54  -0.214
C: 3.40 1.70 -1.23  -0.159
C: 2.17 1.79 -0.60  -0.239
N: -3.02 0.19 1.88  -0.188
H: -1.11 -1.76 2.64  0.165
H: 0.11 -1.10 3.75  0.199
H: -1.07 -0.01 2.99  0.205
H: -2.90 -1.84 6.58  0.226
H: -5.27 -2.51 6.84  0.217
H: -6.75 -2.57 4.85  0.216
H: -5.86 -1.87 2.67  0.210
H: -4.26 -2.78 1.02  0.234
H: -3.77 -1.86 -1.25  0.237
H: -2.37 2.45 1.62  0.253
H: -2.59 2.55 -0.16  0.234
H: -1.04 1.42 -1.42  0.444
H: 0.20 1.00 -3.23  0.216
H: 2.39 0.84 -4.34  0.207
H: 3.90 -1.20 -3.03  0.220
H: 3.80 -1.13 -4.80  0.181
H: 5.27 -3.02 -4.50  0.216
H: 6.09 -2.25 -3.13  0.204
H: 7.59 -1.72 -4.97  0.219
H: 6.23 -1.41 -6.06  0.201
H: 6.58 0.84 -5.35  0.209
H: 7.24 0.35 -3.79  0.207
H: 4.31 1.92 -0.68  0.229
H: 2.11 2.07 0.43  0.253

---

Record 3
Molecular formula: C12H32B2F8O12PtS4
Method: DFT, wB97M-V/def2-TZVPD

Summary:
Net charge ... 0
Kohn-Sham gap (alpha / beta) ... 10.62 / 8.90 eV
E_LUMO (alpha / beta) ... 0.017 / -1.157 eV
Energy relative to the best compared isomer or geometry (same formula, charge and spin) ... 59.7 kJ/mol
E_HOMO (alpha / beta) ... -0.38966 / -0.36956 Eh
Multiplicity ... 3

Each line ends with the Löwdin spin population.
Element x y z (Å)
Pt: 1.41 -0.75 0.86  1.717
B: 1.17 -3.61 0.54  0.001
F: 1.23 -4.45 -0.59  0.001
F: 2.36 -2.82 0.57  0.058
F: 0.10 -2.68 0.34  0.012
F: 0.94 -4.34 1.67  0.000
B: 3.97 0.22 1.69  0.000
F: 3.77 -0.58 0.54  0.006
F: 3.82 1.57 1.34  0.000
F: 2.85 -0.14 2.55  0.050
F: 5.17 0.02 2.32  0.001
O: -0.73 -0.17 -0.11  0.016
S: -2.14 -0.06 -0.21  0.002
O: -2.92 0.31 0.92  0.001
O: -2.39 0.97 -1.38  0.001
C: -3.46 1.97 -1.28  0.000
C: -3.91 2.28 -2.69  0.000
C: -2.82 -1.55 -0.87  0.000
H: -3.02 2.85 -0.81  0.000
H: -4.25 1.56 -0.66  0.000
H: -4.62 1.55 -3.07  0.000
H: -3.05 2.22 -3.36  0.000
H: -4.33 3.28 -2.78  0.000
H: -2.80 -2.25 -0.03  0.000
H: -2.12 -1.99 -1.58  0.000
H: -3.78 -1.30 -1.32  0.000
O: 3.63 -1.41 -3.06  0.000
S: 2.25 -1.27 -2.78  0.003
O: 1.81 -0.97 -1.47  0.025
O: 1.68 -0.09 -3.67  0.000
C: 2.01 -0.11 -5.08  0.000
C: 1.17 0.96 -5.77  0.000
C: 1.32 -2.66 -3.33  0.001
H: 2.00 -1.11 -5.52  0.000
H: 3.06 0.20 -5.15  0.000
H: 1.81 1.61 -6.37  0.000
H: 0.74 1.56 -4.98  0.000
H: 0.37 0.60 -6.42  0.000
H: 0.28 -2.34 -3.43  0.000
H: 1.49 -3.48 -2.64  0.000
H: 1.69 -2.99 -4.30  0.000
O: -0.55 3.22 2.13  0.002
S: 0.62 2.92 1.39  0.004
O: 0.98 1.55 1.18  0.035
O: 0.48 3.61 -0.02  0.000
C: 0.74 2.81 -1.20  0.000
C: 0.42 3.64 -2.41  0.000
C: 1.98 3.78 2.09  0.002
H: 0.08 1.94 -1.17  0.000
H: 1.75 2.40 -1.24  0.000
H: -0.56 4.11 -2.23  0.000
H: 0.14 3.02 -3.27  0.000
H: 1.14 4.39 -2.71  0.000
H: 2.24 3.22 2.98  0.000
H: 1.66 4.79 2.32  0.000
H: 2.80 3.75 1.38  0.000
O: 0.11 -0.73 2.73  0.046
S: -0.99 -1.47 3.29  0.009
O: -1.65 -2.49 2.57  -0.001
O: -0.44 -2.07 4.64  0.001
C: -1.32 -2.99 5.32  0.000
C: -0.72 -3.20 6.72  0.000
C: -2.18 -0.25 3.80  0.004
H: -1.28 -3.92 4.76  0.000
H: -2.36 -2.68 5.45  0.000
H: 0.36 -3.35 6.59  0.000
H: -1.12 -4.11 7.14  0.000
H: -0.85 -2.28 7.29  0.000
H: -1.96 0.71 3.35  0.000
H: -2.16 -0.22 4.89  0.000
H: -3.15 -0.68 3.59  0.001

---

Record 4
Molecular formula: C31H58BrN2O9
Method: DFT, wB97M-V/def2-TZVPD

Summary:
Net charge ... +1
Kohn-Sham gap ... 5.65 eV
E_LUMO ... -5.179 eV
E_HOMO ... -0.39780 Eh

Each line ends with the Löwdin charge.
Element x y z (Å)
Br: 1.81 -3.14 -4.00  0.738
C: 0.47 -1.69 -3.63  -0.543
C: -0.99 -2.13 -3.71  0.015
C: -1.94 -0.93 -3.35  0.110
C: -1.12 0.35 -3.03  -0.039
N: 0.25 0.59 -3.05  0.089
N: 1.03 -0.43 -3.34  -0.019
H: -1.39 -3.18 -3.96  0.107
H: -3.08 -1.03 -3.30  0.137
H: -1.76 1.26 -2.74  0.129
H: 2.06 -0.29 -3.33  0.178
C: 1.46 -0.89 -0.18  -0.036
C: 1.89 -1.54 1.10  -0.487
O: 2.44 -2.63 1.10  0.057
C: 1.61 -0.81 2.38  -0.021
H: 1.73 -1.53 -1.02  0.048
H: 0.38 -0.74 -0.18  0.085
H: 1.98 0.07 -0.30  0.088
H: 0.54 -0.65 2.49  0.095
H: 2.13 0.15 2.37  0.060
H: 1.97 -1.39 3.23  0.087
C: -1.18 5.72 -1.96  -0.017
C: -1.79 4.79 -2.98  -0.503
O: -2.67 4.00 -2.67  0.037
C: -1.27 4.86 -4.39  -0.024
H: -1.66 5.55 -0.99  0.083
H: -0.11 5.52 -1.87  0.086
H: -1.35 6.75 -2.26  0.091
H: -0.20 4.63 -4.40  0.085
H: -1.44 5.86 -4.79  0.091
H: -1.80 4.14 -5.01  0.079
C: 0.57 3.72 1.84  -0.021
C: 1.00 3.07 3.13  -0.471
O: 1.56 1.99 3.13  0.029
C: 0.72 3.82 4.40  -0.023
H: 0.84 3.07 1.00  0.075
H: -0.51 3.87 1.84  0.087
H: 1.08 4.68 1.71  0.076
H: -0.36 3.97 4.51  0.095
H: 1.24 4.78 4.39  0.061
H: 1.08 3.23 5.25  0.089
C: -3.86 -6.74 -3.14  -0.010
C: -3.09 -5.50 -2.76  -0.474
O: -3.11 -4.50 -3.46  0.013
C: -2.28 -5.55 -1.49  -0.013
H: -4.39 -6.56 -4.07  0.087
H: -3.17 -7.57 -3.28  0.094
H: -4.58 -6.97 -2.36  0.074
H: -1.52 -6.33 -1.56  0.095
H: -2.94 -5.73 -0.64  0.059
H: -1.78 -4.59 -1.34  0.073
C: 4.64 6.62 0.55  -0.020
C: 4.11 5.26 0.16  -0.498
O: 2.94 5.10 -0.13  0.039
C: 5.08 4.11 0.16  -0.022
H: 3.83 7.35 0.51  0.085
H: 5.04 6.59 1.56  0.088
H: 5.42 6.92 -0.16  0.089
H: 5.50 3.97 1.15  0.089
H: 5.88 4.31 -0.57  0.087
H: 4.56 3.20 -0.14  0.077
C: 3.16 7.22 6.97  -0.020
C: 1.75 6.70 6.94  -0.484
O: 1.24 6.32 5.90  0.039
C: 0.99 6.67 8.24  -0.019
H: 3.58 7.18 5.96  0.081
H: 3.17 8.26 7.31  0.088
H: 3.77 6.60 7.62  0.088
H: 0.91 7.69 8.64  0.089
H: 1.51 6.03 8.95  0.088
H: -0.01 6.28 8.07  0.085
C: 1.01 -1.17 -8.57  -0.019
C: 0.10 -0.06 -8.09  -0.498
O: -0.13 0.91 -8.79  0.084
C: -0.51 -0.21 -6.72  -0.033
H: 1.37 -0.93 -9.57  0.089
H: 1.86 -1.26 -7.89  0.082
H: 0.45 -2.11 -8.61  0.088
H: 0.27 -0.26 -5.97  0.055
H: -1.13 -1.11 -6.68  0.087
H: -1.15 0.66 -6.51  0.086
C: -5.16 -6.83 2.44  -0.013
C: -5.57 -6.48 1.04  -0.476
O: -4.76 -6.50 0.12  0.034
C: -7.01 -6.11 0.80  -0.017
H: -4.10 -7.08 2.46  0.087
H: -5.34 -5.98 3.10  0.091
H: -5.73 -7.70 2.79  0.092
H: -7.26 -5.23 1.39  0.090
H: -7.65 -6.95 1.07  0.091
H: -7.15 -5.88 -0.26  0.083
C: 1.86 -4.79 4.06  -0.023
C: 1.09 -6.07 3.85  -0.504
O: 0.08 -6.31 4.48  0.057
C: 1.64 -7.04 2.84  -0.026
H: 1.35 -4.18 4.82  0.084
H: 2.87 -5.01 4.41  0.090
H: 1.90 -4.22 3.13  0.062
H: 2.64 -7.37 3.14  0.086
H: 1.66 -6.58 1.86  0.082
H: 0.98 -7.92 2.80  0.082

---

Record 5
Molecular formula: CO3P
Method: DFT, wB97M-V/def2-TZVPD

Summary:
Net charge ... -1
Kohn-Sham gap ... 8.33 eV
E_LUMO ... 4.519 eV
Structure (SMILES) ... O=C1OP1[O-]
E_HOMO ... -0.14024 Eh

Each line ends with the natural charge from an NBO analysis.
Element x y z (Å)
O: -2.00 0.51 0.25  -0.722
C: -0.72 -0.04 0.23  0.398
O: -0.19 -1.09 -0.40  -0.702
P: 1.04 -0.06 0.48  1.153
O: 1.87 0.67 -0.55  -1.127